Formula: C4H7NO2
Source: OMol25
Level of theory: ωB97M-V/def2-TZVPD

XYZ file:
```
14
Properties=species:S:1:pos:R:3:forces:R:3:mulliken_charge:R:1
C 0.303978 1.499737 0.420206 0.026 0.045 -0.001 -1.3025
C 0.833883 0.200814 -0.178025 0.130 0.061 0.185 0.3729
C 0.373538 -1.040283 0.583986 0.125 0.050 0.108 -0.5557
N -0.955391 -1.234881 0.019685 -0.055 0.008 -0.100 -0.3283
C -0.961456 -0.666443 -1.262463 -0.347 0.041 -0.191 0.4793
O -1.839233 -0.719093 -2.077024 0.349 0.065 0.344 -0.5474
O 0.223601 -0.023422 -1.465239 -0.128 -0.015 -0.099 -0.3939
H -0.730721 1.395628 0.773135 0.189 -0.060 -0.125 0.2793
H 0.314438 2.288680 -0.335397 0.085 -0.061 0.103 0.3518
H 0.915292 1.812635 1.272170 -0.035 -0.053 -0.118 0.3672
H 1.912838 0.245269 -0.338435 -0.137 -0.032 0.000 0.3779
H 0.353275 -0.921389 1.669259 -0.040 0.070 -0.147 0.3477
H 0.990128 -1.912591 0.337065 -0.027 0.184 0.080 0.2532
H -1.734170 -0.924660 0.581077 -0.135 -0.303 -0.037 0.2984
```
Forces are in eV/Å.

Summary:
SMILES: C[C@H]1CNC(=O)O1
Orbital gap, eV: 10.99
2S+1: 1
Largest force on an atom, eV/Å: 0.49
Energy, eV: -9846.9884
Net charge: 0
Energy above the lowest of the compared OMol25 structures with the same formula, charge and spin, kcal per mole: 6.7